The following is a quantum chemistry calculation of the molecule C20H23ClN2O7S in a non-equilibrium geometry, from the Open Molecules 2025 dataset.

Calculated values
2S+1 = 1
electronic energy = -61783.6152 eV
SMILES = COc1ccccc1OCCC(=O)OCC(=O)Nc1cc(S(=O)(=O)N(C)C)ccc1Cl

Positions of all 54 atoms, in Å:
1 C 0.620 0.647 -2.116
2 H 1.477 0.589 -1.439
3 H 0.829 0.075 -3.027
4 H 0.437 1.690 -2.368
5 O -0.569 0.201 -1.504
6 C -0.622 -1.075 -1.036
7 C 0.446 -1.951 -0.968
8 C 0.276 -3.225 -0.442
9 C -0.963 -3.634 0.001
10 C -2.050 -2.773 -0.076
11 C -1.892 -1.498 -0.585
12 O -2.877 -0.560 -0.697
13 C -4.178 -0.855 -0.240
14 C -4.965 0.457 -0.347
15 C -4.163 1.474 0.432
16 O -4.052 1.476 1.635
17 O -3.538 2.324 -0.371
18 C -2.637 3.261 0.212
19 C -1.220 2.683 0.373
20 O -0.275 3.155 -0.210
21 N -1.181 1.639 1.243
22 C -0.102 0.811 1.519
23 C 1.209 1.127 1.167
24 C 2.231 0.246 1.457
25 C 2.002 -0.954 2.099
26 C 0.708 -1.276 2.475
27 C -0.325 -0.400 2.192
28 Cl -1.922 -0.813 2.696
29 H 0.496 -2.201 2.987
30 H 2.833 -1.605 2.317
31 S 3.894 0.711 0.977
32 O 4.056 2.117 1.187
33 O 4.821 -0.193 1.597
34 N 3.809 0.425 -0.689
35 C 4.401 1.443 -1.529
36 H 3.931 1.413 -2.513
37 H 4.209 2.404 -1.061
38 H 5.482 1.308 -1.639
39 C 4.177 -0.929 -1.035
40 H 3.864 -1.134 -2.060
41 H 3.667 -1.605 -0.352
42 H 5.256 -1.095 -0.948
43 H 1.432 2.060 0.679
44 H -2.060 1.345 1.666
45 H -3.016 3.579 1.192
46 H -2.591 4.106 -0.475
47 H -5.954 0.334 0.092
48 H -5.034 0.771 -1.386
49 H -4.643 -1.637 -0.853
50 H -4.157 -1.182 0.809
51 H -3.017 -3.110 0.264
52 H -1.100 -4.625 0.405
53 H 1.122 -3.893 -0.389
54 H 1.418 -1.646 -1.317

The following is a quantum chemistry calculation of a cluster of 3 separate species, C19H42N4O10P2S in total in a non-equilibrium geometry, from the Open Molecules 2025 dataset.

Calculated values
2S+1 = 1
electronic energy = -76228.5409 eV
SMILES = CCOP(=O)(CC[C@@H](CN[PH2]=S)OCCC(N)(N)N)OCC.C[C@@H]1COC(=O)O1.C[C@@H]1COC(=O)O1

Positions of all 78 atoms, in Å:
1 C 0.054 0.505 4.248
2 C -0.534 1.699 3.272
3 O -1.191 1.014 2.132
4 P 0.013 0.566 0.911
5 O 1.505 0.802 1.385
6 C -0.263 -1.283 0.518
7 C 0.444 -2.320 1.607
8 C -0.535 -3.661 1.805
9 C -0.310 -4.759 0.608
10 N 0.472 -4.251 -0.587
11 P -0.663 -3.931 -1.966
12 S 0.412 -4.104 -3.596
13 O -0.303 -4.163 3.168
14 C -1.303 -5.159 3.579
15 C -2.372 -4.650 4.713
16 C -3.406 -3.464 4.179
17 N -4.599 -3.429 5.148
18 N -3.990 -3.732 2.808
19 N -2.666 -2.152 4.316
20 O -0.415 1.533 -0.513
21 C 0.377 1.114 -1.682
22 C -0.081 2.129 -2.928
23 H -0.052 0.756 5.387
24 H -0.587 -0.466 3.985
25 H 1.167 0.257 3.916
26 H -1.366 2.265 3.910
27 H 0.261 2.491 2.941
28 H -1.415 -1.481 0.459
29 H 0.192 -1.569 -0.536
30 H 0.634 -1.799 2.659
31 H 1.502 -2.583 1.181
32 H -1.631 -3.256 1.719
33 H 0.118 -5.759 1.076
34 H -1.398 -5.025 0.196
35 H 1.174 -4.980 -0.851
36 H -1.214 -2.587 -1.886
37 H -1.786 -4.860 -1.946
38 H -0.693 -6.057 4.076
39 H -1.922 -5.637 2.708
40 H -3.077 -5.585 4.947
41 H -1.879 -4.378 5.760
42 H -4.799 -2.402 5.329
43 H -4.251 -3.899 6.025
44 H -4.897 -4.250 2.847
45 H -4.231 -2.778 2.413
46 H -2.421 -1.730 3.393
47 H -1.786 -2.272 4.872
48 H 0.137 0.023 -2.060
49 H 1.545 1.174 -1.501
50 H -0.398 3.153 -2.418
51 H 0.826 2.338 -3.674
52 H -0.975 1.596 -3.486
53 C 3.152 2.655 -8.710
54 C 3.086 2.530 -7.202
55 C 1.829 1.873 -6.716
56 O 1.682 2.419 -5.417
57 C 2.266 3.655 -5.456
58 O 2.133 4.507 -4.595
59 O 3.012 3.809 -6.592
60 H 4.047 3.210 -9.009
61 H 3.173 1.671 -9.188
62 H 2.294 3.216 -9.097
63 H 3.980 2.026 -6.820
64 H 1.915 0.784 -6.675
65 H 0.943 2.139 -7.302
66 C 2.040 5.117 -0.941
67 C 1.974 4.992 0.567
68 C 0.717 4.335 1.053
69 O 0.570 4.881 2.352
70 C 1.155 6.117 2.313
71 O 1.022 6.970 3.173
72 O 1.901 6.271 1.177
73 H 2.936 5.672 -1.240
74 H 2.061 4.133 -1.419
75 H 1.182 5.678 -1.328
76 H 2.869 4.488 0.949
77 H 0.803 3.246 1.094
78 H -0.168 4.601 0.467

Number 1: E_LUMO 0.021 hartree, frontier orbital gap 8.832 eV. Number 2: E_LUMO 0.008 hartree, frontier orbital gap 9.320 eV.